Entry 1:
{"formula": "C27H45Cl4LaO2P", "method": "wB97M-V/def2-TZVPD", "relative_energy_kj_mol": 214.4, "max_force_ev_per_a": 6.042, "homo_lumo_gap_ev": [6.0, 5.5], "total_energy_ha": -3419.8757, "total_charge": -1, "species": ["La", "P", "Cl", "C", "H", "H", "C", "C", "C", "H", "C", "H", "H", "C", "H", "H", "C", "H", "H", "C", "H", "H", "H", "H", "C", "C", "H", "C", "H", "H", "C", "H", "H", "C", "H", "H", "C", "H", "H", "H", "H", "C", "H", "C", "H", "H", "C", "H", "H", "C", "H", "H", "C", "H", "H", "H", "H", "C", "C", "H", "C", "H", "C", "H", "H", "C", "H", "H", "C", "H", "H", "H", "H", "Cl", "C", "Cl", "Cl", "C", "O", "O"], "positions_angstrom": [[0.758, 1.084, 1.211], [0.204, 0.350, -2.230], [3.120, 0.857, 0.016], [-0.309, 2.954, 0.505], [-0.570, 3.027, 1.640], [-1.145, 2.293, 0.155], [1.409, -0.637, -3.323], [0.198, 2.165, -2.773], [2.860, -0.145, -3.265], [1.370, -1.608, -2.794], [3.819, -1.185, -3.850], [2.967, 0.801, -3.820], [3.134, 0.030, -2.220], [3.448, -1.523, -5.293], [4.850, -0.816, -3.789], [3.765, -2.092, -3.234], [1.962, -1.868, -5.454], [3.687, -0.660, -5.927], [4.053, -2.366, -5.639], [1.020, -0.863, -4.780], [1.707, -1.928, -6.517], [1.776, -2.864, -5.030], [1.074, 0.100, -5.312], [-0.005, -1.239, -4.858], [-1.513, -0.221, -2.785], [0.722, 2.472, -4.176], [-0.869, 2.452, -2.717], [0.626, 3.977, -4.455], [1.773, 2.159, -4.233], [0.159, 1.917, -4.938], [1.350, 4.818, -3.403], [1.052, 4.182, -5.440], [-0.433, 4.264, -4.480], [0.909, 4.468, -1.985], [2.426, 4.631, -3.470], [1.178, 5.882, -3.578], [0.945, 2.970, -1.735], [1.541, 4.965, -1.239], [-0.112, 4.831, -1.797], [1.960, 2.593, -1.544], [0.359, 2.919, -0.634], [-1.660, -1.753, -2.702], [-2.142, 0.213, -1.984], [-3.087, -2.219, -3.036], [-0.953, -2.243, -3.389], [-1.399, -2.101, -1.692], [-3.607, -1.653, -4.361], [-3.116, -3.314, -3.064], [-3.758, -1.903, -2.227], [-3.456, -0.131, -4.438], [-3.065, -2.118, -5.197], [-4.663, -1.920, -4.487], [-2.035, 0.352, -4.114], [-3.737, 0.224, -5.436], [-4.151, 0.335, -3.727], [-1.370, 0.067, -4.942], [-2.040, 1.450, -4.088], [0.230, -1.727, 1.196], [0.004, -0.904, 2.220], [0.105, -1.329, 0.189], [-1.445, -1.064, 2.737], [0.777, -0.584, 2.961], [-1.460, -2.407, 3.457], [-1.648, -0.210, 3.346], [-2.087, -1.059, 1.866], [-1.202, -3.477, 2.414], [-0.605, -2.352, 4.118], [-2.365, -2.548, 4.043], [-0.022, -3.229, 1.418], [-0.992, -4.446, 2.879], [-2.098, -3.498, 1.785], [0.937, -3.652, 1.808], [-0.156, -3.782, 0.463], [1.001, -0.399, 5.486], [2.642, -0.238, 4.765], [3.865, -0.527, 5.984], [2.923, -1.350, 3.407], [2.610, 1.279, 4.236], [3.091, 2.098, 4.974], [2.043, 1.403, 3.066]], "forces_ev_per_angstrom": [[2.3, -1.2, -1.4], [0.0, 0.4, -0.4], [1.0, -0.2, -0.1], [-3.9, 1.7, 3.6], [-0.2, 0.5, -0.7], [-0.3, 0.3, -0.1], [-0.4, 0.1, 0.3], [0.1, -0.6, -0.1], [0.2, 0.0, 0.5], [0.1, 0.1, -0.2], [-0.3, 0.0, 0.0], [0.0, -0.3, 0.2], [0.0, 0.2, -0.3], [0.0, 0.0, 0.0], [-0.1, -0.1, 0.0], [0.0, 0.1, 0.0], [0.0, -0.1, 0.1], [0.0, -0.1, 0.0], [0.0, 0.1, -0.1], [0.0, 0.0, -0.2], [0.1, -0.1, 0.0], [0.0, 0.1, 0.0], [-0.1, -0.3, 0.1], [0.3, 0.1, -0.1], [0.2, 0.2, 0.1], [-0.2, 0.1, -0.1], [0.2, 0.0, -0.1], [0.1, -0.1, 0.1], [-0.3, 0.1, -0.1], [0.1, 0.2, 0.0], [0.0, 0.0, 0.3], [-0.1, 0.1, -0.1], [0.0, 0.0, 0.0], [0.1, -0.3, -0.1], [0.0, 0.0, -0.1], [0.1, 0.1, -0.2], [-0.2, 0.0, 0.8], [0.0, 0.0, -0.1], [0.0, 0.0, -0.1], [-0.1, 0.1, -0.3], [2.3, 0.1, -3.1], [0.0, 0.0, -0.1], [0.0, -0.1, -0.2], [0.0, 0.1, 0.1], [-0.2, 0.1, 0.1], [0.0, 0.1, -0.2], [0.1, 0.0, 0.0], [0.0, 0.1, 0.0], [0.1, 0.0, -0.1], [0.0, 0.1, 0.1], [0.0, 0.1, 0.1], [0.1, 0.0, 0.0], [0.0, -0.2, -0.3], [0.0, 0.0, 0.1], [0.0, -0.1, 0.0], [-0.2, 0.1, 0.2], [0.1, -0.3, 0.0], [0.7, -4.0, -3.2], [-2.1, 3.6, 4.4], [0.6, -0.3, -0.9], [1.8, -0.7, 0.4], [-1.1, -0.9, -0.3], [0.3, 0.8, -0.1], [-0.6, 0.5, 0.7], [-0.5, 0.0, -0.2], [0.2, -0.5, -0.8], [0.0, -0.2, 0.5], [-0.3, -0.5, 0.0], [0.7, 0.6, -0.3], [-0.5, 0.0, -0.1], [-0.1, -0.5, 0.1], [-0.6, 0.3, 0.2], [-0.3, 0.3, 0.4], [0.2, -0.4, 0.1], [-0.3, 0.6, -0.7], [0.0, 0.1, 0.2], [0.2, -0.1, 0.4], [-0.1, -0.6, -1.2], [-0.1, 0.4, -0.2], [1.0, 0.3, 2.7]]}

Entry 2:
{"formula": "C27H45ClF5FeP", "method": "wB97M-V/def2-TZVPD", "max_force_ev_per_a": 3.794, "homo_lumo_gap_ev": [5.4, 7.0], "total_energy_ha": -3620.3923, "total_charge": -1, "multiplicity": 6, "species": ["Fe", "P", "Cl", "C", "H", "H", "C", "C", "C", "H", "C", "H", "H", "C", "H", "H", "C", "H", "H", "C", "H", "H", "H", "H", "C", "C", "H", "C", "H", "H", "C", "H", "H", "C", "H", "H", "C", "H", "H", "H", "H", "C", "H", "C", "H", "H", "C", "H", "H", "C", "H", "H", "C", "H", "H", "H", "H", "C", "C", "H", "C", "H", "C", "H", "H", "C", "H", "H", "C", "H", "H", "H", "H", "F", "C", "F", "C", "F", "F", "F"], "positions_angstrom": [[0.056, 0.346, 2.392], [0.198, 0.227, -0.423], [2.178, 0.931, 2.125], [0.110, 0.702, 4.207], [1.075, 1.082, 4.561], [-0.764, 1.212, 4.635], [1.551, -0.782, -1.286], [0.384, 2.010, -1.058], [2.951, -0.225, -1.007], [1.448, -1.747, -0.754], [4.027, -1.227, -1.423], [3.090, 0.716, -1.560], [3.053, 0.018, 0.058], [3.890, -1.650, -2.893], [5.017, -0.792, -1.251], [3.947, -2.117, -0.784], [2.460, -2.053, -3.269], [4.209, -0.817, -3.534], [4.568, -2.486, -3.102], [1.399, -1.051, -2.790], [2.375, -2.168, -4.357], [2.233, -3.032, -2.824], [1.517, -0.107, -3.343], [0.403, -1.438, -3.036], [-1.408, -0.436, -1.173], [0.770, 2.232, -2.523], [-0.643, 2.378, -0.898], [0.600, 3.717, -2.880], [1.821, 1.943, -2.674], [0.168, 1.624, -3.208], [1.392, 4.655, -1.957], [0.902, 3.879, -3.922], [-0.467, 3.970, -2.809], [1.177, 4.340, -0.477], [2.463, 4.558, -2.183], [1.114, 5.696, -2.155], [1.321, 2.845, -0.190], [1.888, 4.898, 0.143], [0.170, 4.650, -0.168], [2.364, 2.532, -0.353], [1.124, 2.684, 0.876], [-1.474, -1.971, -1.143], [-2.150, -0.077, -0.450], [-2.853, -2.478, -1.566], [-0.705, -2.393, -1.804], [-1.244, -2.330, -0.130], [-3.349, -1.870, -2.888], [-2.828, -3.569, -1.649], [-3.576, -2.235, -0.775], [-3.204, -0.346, -2.945], [-2.792, -2.318, -3.724], [-4.403, -2.136, -3.038], [-1.811, 0.140, -2.532], [-3.424, 0.016, -3.955], [-3.943, 0.113, -2.275], [-1.081, -0.156, -3.299], [-1.811, 1.237, -2.497], [0.226, -1.514, 3.068], [0.062, -0.860, 4.376], [1.279, -1.449, 2.696], [-1.168, -1.311, 5.197], [0.944, -1.121, 4.992], [-1.270, -2.833, 5.219], [-1.062, -0.931, 6.223], [-2.075, -0.854, 4.780], [-1.325, -3.467, 3.828], [-0.369, -3.214, 5.719], [-2.159, -3.129, 5.786], [-0.291, -2.918, 2.826], [-1.203, -4.554, 3.914], [-2.329, -3.294, 3.420], [0.591, -3.594, 2.844], [-0.695, -3.007, 1.794], [-2.636, 1.056, 3.364], [-1.856, 1.393, 2.249], [-2.632, 0.978, 1.170], [-1.863, 2.937, 2.159], [-1.766, 3.335, 0.848], [-3.033, 3.462, 2.621], [-0.852, 3.547, 2.843]], "forces_ev_per_angstrom": [[-1.1, 0.0, -3.2], [0.2, 0.1, -0.6], [1.9, 0.3, -0.1], [0.0, 0.6, 3.7], [-0.5, 0.2, 0.1], [0.5, -0.2, 0.2], [-0.6, 0.1, 0.2], [-0.4, -0.7, -0.1], [0.1, 0.0, 0.3], [0.2, 0.1, -0.1], [-0.2, -0.1, -0.2], [0.0, -0.2, 0.1], [0.0, -0.1, -0.3], [0.0, 0.1, 0.0], [0.0, -0.1, 0.0], [0.0, 0.1, 0.0], [-0.1, 0.0, 0.1], [-0.1, 0.0, 0.1], [0.0, 0.1, 0.0], [0.1, 0.1, -0.1], [0.1, -0.1, 0.1], [0.0, 0.1, 0.0], [0.0, -0.3, 0.1], [0.4, 0.1, 0.0], [0.3, 0.5, 0.1], [-0.1, 0.2, -0.2], [0.2, 0.1, -0.1], [0.0, 0.1, 0.1], [-0.2, 0.1, 0.0], [0.2, 0.2, 0.2], [0.1, -0.1, 0.0], [-0.1, 0.0, 0.1], [0.1, 0.0, 0.0], [-0.2, -0.1, -0.2], [-0.1, 0.0, 0.0], [0.1, -0.1, -0.1], [0.0, 0.3, 0.6], [-0.1, 0.0, -0.1], [0.1, 0.0, -0.1], [-0.2, 0.0, 0.1], [0.1, 0.0, -0.4], [0.3, 0.1, 0.0], [0.2, -0.1, -0.2], [-0.2, 0.2, 0.0], [-0.2, 0.0, 0.1], [0.0, 0.1, -0.2], [0.1, -0.1, 0.0], [-0.1, 0.1, 0.0], [0.1, 0.0, -0.1], [0.0, 0.1, 0.2], [0.0, 0.1, 0.1], [0.1, 0.0, 0.0], [0.0, -0.2, -0.2], [-0.1, -0.1, 0.1], [0.1, -0.1, 0.0], [-0.2, 0.1, 0.1], [0.0, -0.2, 0.0], [0.0, -1.1, -1.9], [0.4, 0.4, 2.6], [-0.6, -0.2, 0.5], [0.2, 0.0, -0.6], [-0.1, 0.1, 0.1], [0.3, 0.0, -0.1], [0.0, 0.0, -0.3], [0.1, -0.1, 0.0], [-0.4, 0.4, -0.3], [-0.2, 0.0, 0.2], [0.2, -0.2, 0.1], [0.5, -0.6, -0.2], [-0.1, 0.1, 0.0], [0.0, 0.0, 0.0], [-0.4, 0.1, 0.0], [0.2, -0.1, 0.5], [0.1, 0.4, -0.4], [0.5, -0.1, -0.1], [-0.6, 0.2, 0.0], [-0.4, 0.3, -0.1], [0.1, -0.1, 1.0], [0.5, 0.1, -0.1], [-0.9, -0.6, -0.6]]}

Entry 3:
{"formula": "C27H45HoN11O2S3", "method": "wB97M-V/def2-TZVPD", "relative_energy_kj_mol": 215.7, "max_force_ev_per_a": 2.711, "homo_lumo_gap_ev": [7.9, 7.9], "total_energy_ha": -3951.2591, "total_charge": 1, "multiplicity": 5, "species": ["Ho", "C", "C", "N", "C", "C", "N", "C", "C", "N", "H", "H", "H", "H", "H", "H", "H", "H", "H", "H", "H", "H", "H", "H", "H", "N", "C", "C", "C", "N", "H", "H", "H", "H", "H", "H", "H", "H", "H", "H", "N", "C", "C", "C", "C", "C", "C", "S", "O", "O", "N", "C", "N", "C", "C", "C", "N", "H", "H", "H", "H", "H", "H", "H", "H", "H", "S", "C", "C", "C", "C", "C", "C", "H", "H", "H", "H", "H", "C", "N", "C", "N", "S", "H", "H", "H", "H", "H", "H"], "positions_angstrom": [[0.310, -0.101, -0.427], [-2.928, 0.047, 0.997], [-2.038, 1.035, 1.692], [-1.139, 1.679, 0.750], [-1.800, 2.593, -0.176], [-1.240, 2.580, -1.570], [-1.180, 1.140, -2.052], [-2.531, 0.555, -2.239], [-2.833, -0.684, -1.352], [-2.157, -0.657, -0.053], [-3.830, 0.511, 0.514], [-3.336, -0.674, 1.714], [-1.453, 0.485, 2.425], [-2.671, 1.737, 2.262], [-0.466, 2.158, 1.311], [-1.844, 3.611, 0.172], [-2.872, 2.272, -0.209], [-0.249, 3.004, -1.560], [-1.932, 3.231, -2.181], [-0.647, 1.141, -2.895], [-2.706, 0.261, -3.300], [-3.296, 1.341, -2.132], [-2.524, -1.622, -1.750], [-3.891, -0.767, -1.218], [-1.970, -1.627, 0.229], [2.203, -1.626, 0.068], [3.512, -1.276, -0.476], [3.434, -1.408, -2.027], [2.799, -0.230, -2.762], [1.310, -0.383, -2.732], [2.170, -1.636, 1.064], [1.956, -2.562, -0.222], [4.306, -1.965, -0.072], [3.802, -0.255, -0.186], [2.843, -2.337, -2.256], [4.415, -1.616, -2.425], [3.201, -0.140, -3.734], [3.086, 0.717, -2.262], [1.010, -1.308, -2.993], [0.839, 0.176, -3.439], [-0.084, 7.527, 1.541], [0.492, 6.264, 1.282], [0.366, 5.179, 2.223], [0.880, 3.934, 1.948], [1.587, 3.683, 0.743], [1.753, 4.757, -0.115], [1.282, 6.008, 0.150], [2.257, 2.140, 0.296], [1.510, 1.813, -0.932], [3.678, 2.225, 0.150], [1.710, 1.024, 1.256], [2.364, 0.799, 2.458], [3.098, 1.745, 3.034], [3.883, 1.378, 4.041], [3.842, 0.107, 4.626], [2.856, -0.739, 4.076], [2.182, -0.414, 2.998], [-0.430, 7.526, 2.494], [0.370, 8.349, 1.218], [-0.065, 5.367, 3.224], [0.899, 3.128, 2.680], [2.319, 4.669, -1.049], [1.582, 6.807, -0.524], [4.529, 2.181, 4.381], [4.383, -0.195, 5.507], [2.680, -1.722, 4.538], [-0.135, -2.862, -1.492], [-1.107, -3.172, -2.957], [-1.527, -2.197, -3.858], [-2.302, -2.499, -4.919], [-2.635, -3.806, -5.236], [-2.195, -4.831, -4.403], [-1.390, -4.511, -3.307], [-1.279, -1.213, -3.657], [-2.676, -1.669, -5.462], [-3.293, -4.065, -6.061], [-2.415, -5.859, -4.635], [-0.893, -5.279, -2.716], [-2.171, -5.381, 3.865], [-1.572, -4.076, 3.632], [-1.091, -3.566, 2.472], [-1.498, -4.220, 1.378], [-0.075, -2.177, 2.449], [-2.347, -5.511, 4.942], [-1.434, -6.130, 3.520], [-3.098, -5.496, 3.368], [-1.238, -3.534, 4.444], [-2.207, -4.949, 1.378], [-1.008, -3.940, 0.510]], "forces_ev_per_angstrom": [[-0.5, -0.8, 0.1], [-0.8, -0.4, -0.8], [-0.7, 0.1, 0.7], [0.2, -0.2, -0.2], [-1.6, -0.5, 0.2], [-1.0, -0.4, -0.5], [-0.5, 1.1, 0.9], [-0.6, -0.4, -1.0], [0.6, 0.6, 0.3], [0.0, -0.2, 0.4], [0.9, -0.2, 0.4], [0.1, 0.1, 0.0], [0.3, 0.0, 0.0], [0.2, 0.1, -0.2], [0.5, 0.5, 0.1], [0.2, 0.5, 0.4], [0.8, 0.3, -0.1], [0.3, 0.0, -0.3], [0.8, -0.8, 0.2], [-0.1, 0.0, -0.7], [0.4, 0.0, 0.7], [0.3, -0.2, 0.5], [0.3, -0.3, -1.0], [-0.9, 0.1, 0.0], [-0.2, 0.4, -0.1], [-0.4, 0.4, -0.6], [0.9, -0.6, -0.6], [-0.4, -0.9, 0.5], [-0.4, 0.2, 1.5], [0.2, 0.9, -0.1], [0.2, 0.1, 1.1], [0.0, -0.2, -0.1], [-0.7, 0.6, -0.4], [-0.2, -0.3, -0.1], [0.5, 0.7, 0.2], [0.4, 0.2, -0.1], [0.2, -0.2, -1.4], [-0.4, -0.5, -0.2], [0.4, -0.8, 0.1], [0.6, 0.4, 0.0], [-0.1, -2.6, 0.6], [0.4, -0.1, 0.6], [-0.4, 1.2, -0.1], [1.2, -0.8, -0.7], [-0.8, 1.2, 1.0], [1.0, -0.6, -1.0], [-0.7, 1.1, 0.4], [0.5, 0.6, 0.4], [-0.2, -0.2, -0.8], [-0.2, 0.0, -0.1], [0.0, -0.2, 0.7], [0.2, -0.7, 0.9], [0.1, 0.1, -0.8], [0.0, -0.3, 0.6], [-1.2, 0.2, -0.7], [1.3, 0.2, 0.9], [-0.5, -0.1, -0.9], [0.0, 0.7, -0.3], [0.4, 0.5, -0.2], [0.1, -0.1, -0.7], [-0.3, 0.3, 0.1], [-0.1, -0.3, 0.4], [-0.4, 0.0, 0.1], [0.1, -0.2, 0.3], [0.3, 0.2, -0.1], [-0.2, 0.4, -0.4], [-0.5, 0.0, -0.1], [0.5, -1.2, -0.3], [0.6, -1.3, 1.6], [-0.7, -0.6, -1.1], [-0.6, -0.5, 0.3], [0.7, 0.7, 0.1], [0.2, 0.2, 0.3], [0.4, 1.9, 0.3], [-0.3, 0.5, -0.9], [0.2, 0.3, 0.0], [0.0, -0.2, 0.0], [-0.4, 0.0, 0.0], [1.7, -0.1, 0.4], [0.9, 1.8, 1.1], [-1.1, -0.8, 0.4], [0.8, 0.5, -0.9], [-0.5, -0.6, 0.1], [0.1, 0.1, -0.4], [-0.6, -0.1, 0.2], [-1.0, -0.1, -0.6], [-0.4, -0.6, -0.7], [0.5, 0.3, 0.0], [-0.7, -0.4, 0.2]]}